(1)
93
Properties=species:S:1:pos:R:3:mulliken_charge:R:1 method="wB97M-V/def2-TZVPD" spin_multiplicity=8 total_charge=0 lumo_energy_ev="-0.61 / -0.61" homo_lumo_gap_ev="5.18 / 6.18"
Eu 0.624 1.240 -2.126 1.0813
P 0.879 0.504 2.075 -0.1155
P -1.860 0.230 0.006 -0.2956
O 1.841 -4.091 3.799 -0.6858
O -1.385 -1.399 2.271 -0.6756
O 1.713 -3.362 -0.404 -0.7853
N -3.354 0.049 0.882 0.9596
N 1.863 0.590 0.577 0.1920
N -2.740 0.590 -1.515 1.5680
N -0.095 -3.123 3.056 0.0882
N 2.116 1.053 3.155 0.5834
N 0.208 -2.333 0.903 0.8567
C 2.833 -5.949 0.189 -1.5686
C -0.988 3.392 -2.165 -0.2900
C -4.968 0.090 2.457 -0.8103
C 2.966 1.631 -1.154 -0.3318
C 2.568 -0.370 -0.159 -0.3567
C 2.491 0.135 4.175 -0.4283
C -0.133 -5.572 1.422 -0.8347
C 3.590 0.646 4.826 -0.5748
C 2.002 1.791 -0.142 -0.4587
C -4.050 1.457 -3.173 -0.6801
C 0.171 3.882 -4.340 -1.3611
C -0.444 -6.211 0.088 -0.9917
C 1.222 4.894 -3.900 -0.8047
C -1.532 -2.975 -1.614 -1.1332
C -0.508 -2.267 2.046 -0.2516
C 3.244 0.245 -1.211 -1.2771
C 0.997 -3.385 0.625 -0.7018
C -5.134 -1.094 1.665 -0.5499
C -3.171 0.501 -3.760 -1.0455
C -2.374 -0.014 -2.742 -0.8048
C -0.330 1.936 1.858 -1.7015
C 1.107 -4.611 1.542 2.3527
C -0.279 2.957 -3.280 0.9726
C 0.537 5.197 -0.996 -1.1209
C -3.786 1.476 -1.804 -0.5583
C 1.014 -3.963 2.890 -0.6587
C -4.137 -1.106 0.703 -0.6437
C 3.023 2.119 3.177 -0.1881
C 3.940 1.878 4.192 -0.6559
C 2.499 -5.261 1.473 -0.6412
C -3.876 0.785 1.946 -0.4643
C -0.845 4.813 -1.643 -1.4337
C 1.772 4.496 -1.479 -0.3915
C 2.052 4.322 -2.778 -0.3587
C -1.245 1.928 0.577 1.6296
H -0.760 -5.459 -0.644 0.1033
H 2.571 -5.955 2.322 0.4835
H 2.719 -1.360 0.222 0.6341
H -1.139 5.551 -2.419 0.4849
H 0.239 2.889 1.909 0.6065
H -1.896 2.804 -1.836 0.2981
H 4.105 0.186 5.644 0.4750
H -2.277 -2.757 -2.380 0.3885
H 1.649 2.684 0.332 0.5895
H 0.741 5.826 -3.569 0.2654
H -5.530 0.361 3.338 0.4196
H 3.780 -0.238 -2.020 0.4376
H 3.913 -6.023 0.121 0.4221
H 2.920 3.747 -3.119 0.5355
H -4.275 2.003 -1.001 0.5281
H -1.015 -5.014 1.786 0.3245
H -4.791 2.069 -3.686 0.4441
H -3.911 -1.817 -0.083 0.3816
H -0.976 1.906 2.764 0.5150
H -0.699 4.361 -4.774 0.3727
H 4.789 2.484 4.432 0.4453
H 0.067 -6.348 2.177 0.4018
H -0.359 -2.866 3.995 0.3591
H 1.863 5.123 -4.774 0.4542
H -1.607 4.955 -0.856 0.3949
H 0.562 3.249 -5.136 0.3830
H -1.277 -6.903 0.258 0.4525
H 3.180 2.384 -1.907 0.2847
H 2.469 -5.329 -0.623 0.3456
H 3.239 -4.463 1.646 0.3896
H 2.566 4.365 -0.730 0.8264
H -3.141 0.208 -4.803 0.5003
H -0.527 -3.262 -1.895 0.3921
H -0.628 2.457 -0.201 -2.9043
H 2.947 2.954 2.486 0.3561
H 1.947 -0.800 4.298 0.2749
H -2.114 2.612 0.739 1.1157
H 0.638 6.300 -1.108 0.4728
H -0.510 1.967 -3.809 0.0513
H -1.754 -2.841 -0.556 0.3147
H -3.431 1.735 2.230 0.3765
H 0.444 5.002 0.084 0.3268
H -1.732 -0.881 -2.733 0.6520
H -5.864 -1.875 1.813 0.4337
H 2.421 -6.949 0.167 0.3178
H 0.409 -6.783 -0.289 0.2186

(2)
20
Properties=species:S:1:pos:R:3:mulliken_charge:R:1 method="wB97M-V/def2-TZVPD" total_charge=+1 lumo_energy_ev=-4.89 smiles="CSP1CN(C)N=[N+]1C" homo_lumo_gap_ev=8.16
S -1.726 0.000 -0.913 -0.0817
P -0.116 -1.252 -0.191 0.1529
N 1.127 0.735 1.128 0.7302
N 1.328 -0.527 -0.713 0.0140
N 1.650 0.805 0.072 -0.5017
C 0.356 -0.347 1.570 -0.6409
C 1.030 1.912 1.987 -0.8541
C 1.514 -0.388 -2.127 -0.7232
C -3.097 -1.125 -1.048 -0.8923
H -2.858 -2.211 -0.925 0.3026
H -0.499 -0.058 2.124 0.3642
H -3.605 -1.185 -1.968 0.3690
H 1.065 -1.272 -2.594 0.3238
H 1.085 -1.113 2.058 0.3732
H 0.044 2.370 1.886 0.3927
H 1.366 1.705 2.961 0.3520
H 0.935 0.568 -2.424 0.3269
H 1.693 2.778 1.674 0.3504
H 2.518 -0.294 -2.324 0.2938
H -3.810 -1.101 -0.233 0.3483

(3)
53
Properties=species:S:1:pos:R:3:mulliken_charge:R:1 method="wB97M-V/def2-TZVPD" total_charge=+2 lumo_energy_ev=-8.71 homo_lumo_gap_ev=6.06
Zr 1.031 0.091 -0.620 0.2204
Br 2.311 1.002 -3.243 0.1023
S 3.050 0.140 2.045 -0.1600
S 2.110 1.619 1.281 0.9422
F -1.398 -0.470 0.484 -0.2429
F -3.270 0.473 5.501 -0.2633
F -1.331 -1.289 5.181 -0.2856
F -3.232 1.320 0.819 -0.2796
O 2.402 1.593 -0.263 -0.4648
O 0.597 1.142 1.105 -0.2266
O 2.185 2.923 1.822 -0.5506
N -0.122 -1.043 -2.332 0.6414
N 0.841 -1.950 0.336 -0.4677
N -2.070 1.901 -3.063 -0.6311
N 2.996 -0.901 -1.434 0.1824
N -1.514 -2.181 -4.446 -0.4748
N -5.338 2.690 5.625 -0.3377
N 1.166 -3.029 4.545 -0.3916
N -1.835 2.986 -2.286 0.1192
N -5.083 3.540 1.445 -0.4319
N -0.490 1.493 -1.531 0.4048
C -0.113 -1.738 2.716 0.7212
C 0.103 -2.305 -2.704 -0.3467
C -1.049 -0.353 -3.021 0.2660
C -2.777 0.709 1.895 0.7016
C -1.742 -0.926 -4.073 -0.4369
C -4.259 2.029 3.376 1.3758
C 0.460 -1.889 1.428 0.4983
C 4.852 -0.223 -2.806 -0.7979
C -3.335 1.050 3.200 -0.1555
C -1.799 -0.635 4.137 -0.3934
C 0.600 -2.425 3.749 -0.3944
C -1.198 -0.908 2.851 0.8186
C 3.539 -0.178 -2.410 0.7996
C -0.600 -2.861 -3.768 -0.4901
C -4.831 2.367 4.646 -0.2702
C -0.903 2.749 -1.377 -0.3555
C -2.789 0.263 4.300 0.3365
C -4.728 2.866 2.303 -0.1482
C -1.242 1.025 -2.570 0.0624
C 5.661 -1.134 -2.136 -0.2132
C 5.124 -1.930 -1.133 -0.8526
C 3.795 -1.781 -0.798 -0.3313
C -1.819 -0.208 1.748 0.0677
H 0.840 -2.868 -2.149 0.4813
H 3.337 -2.355 -0.007 0.5500
H 6.707 -1.219 -2.400 0.4365
H -0.544 3.461 -0.650 0.6009
H -2.487 -0.356 -4.614 0.5119
H 5.224 0.413 -3.595 0.4606
H -0.410 -3.885 -4.066 0.4194
H 5.731 -2.647 -0.601 0.4593
H -2.353 3.841 -2.439 0.2139

(4)
9
Properties=species:S:1:pos:R:3:mulliken_charge:R:1 method="wB97M-V/def2-TZVPD" total_charge=+1 lumo_energy_ev="-5.84 / -5.89" homo_lumo_gap_ev="8.26 / 9.25"
Br -2.629 0.138 -0.002 0.0781
N 0.125 -0.304 -0.446 -0.1966
C 0.968 0.788 0.086 -0.4924
C -0.976 -0.694 0.339 -0.2851
H 0.837 -1.066 -0.604 0.3952
H 1.983 0.612 0.355 0.3196
H -0.183 -0.253 -1.461 0.4041
H 0.608 1.760 0.335 0.3547
H -0.735 -0.981 1.398 0.4224

(5)
25
Properties=species:S:1:pos:R:3:mulliken_charge:R:1 method="wB97M-V/def2-TZVPD" total_charge=+1 lumo_energy_ev=-3.16 smiles="C/C(=C/PBr)[C@@H](C[NH3+])C(O)O" homo_lumo_gap_ev=9.44
Br 3.747 -0.709 0.053 -0.1673
P 3.102 1.275 1.001 -0.0279
O 0.485 -2.349 0.328 -0.6331
O -0.709 -1.685 -1.282 -0.5698
N -1.495 -1.177 1.188 -0.0863
C 1.926 1.911 -0.304 -0.6923
C -0.101 1.804 -1.655 -1.8287
C 0.398 0.020 0.133 0.6319
C 0.467 -1.372 -0.586 -0.3440
C -1.069 0.188 0.720 -1.2002
C 0.826 1.268 -0.624 0.7797
H 1.205 -0.048 0.994 0.1133
H -0.854 0.838 1.520 0.4300
H 2.143 2.884 -0.730 0.4527
H -0.733 -1.534 1.733 0.3722
H -2.387 -1.071 1.604 0.3553
H 3.914 1.921 0.144 0.0888
H -1.486 -1.877 0.440 0.3496
H 1.419 -1.356 -1.131 0.4976
H -0.625 -2.692 -1.472 0.3810
H -1.774 0.406 -0.114 0.4573
H 0.379 2.477 -2.269 0.5450
H 1.327 -2.401 0.948 0.3918
H -0.965 2.373 -1.194 0.3007
H -0.534 0.923 -2.080 0.4028

The records above yield DFT total energy values of -3308.246071; -1062.464321; -5471.546144; -2707.544713; -3357.314150 hartree, respectively.